{"formula": "C20H21N3O3", "method": "ωB97M-V/def2-TZVPD", "total_energy_ev": -31691.4458, "smiles": "N[C@@H](Cc1ccccc1)C(=O)N[C@@H](Cc1c[nH]c2ccccc12)C(=O)O", "relative_energy_ev": 5.2221, "multiplicity": 1, "gap_ev": 8.68, "homo_ev": -8.382, "elements": ["N", "C", "C", "C", "C", "C", "C", "C", "C", "C", "O", "N", "C", "C", "C", "C", "N", "C", "C", "C", "C", "C", "C", "C", "O", "O", "H", "H", "H", "H", "H", "H", "H", "H", "H", "H", "H", "H", "H", "H", "H", "H", "H", "H", "H", "H", "H"], "coordinates": [[0.49, 0.73, -1.95], [-0.71, 0.10, -1.50], [-1.06, -1.18, -2.43], [-2.29, -1.87, -2.07], [-3.46, -1.54, -2.69], [-4.71, -2.20, -2.48], [-4.68, -3.22, -1.55], [-3.41, -3.69, -1.00], [-2.24, -2.97, -1.25], [-0.71, -0.26, -0.04], [-1.70, 0.00, 0.67], [0.45, -0.76, 0.38], [0.91, -0.95, 1.83], [0.62, 0.38, 2.49], [1.05, 1.63, 1.88], [0.13, 2.61, 1.38], [0.84, 3.51, 0.60], [2.26, 3.27, 0.72], [3.43, 3.87, 0.11], [4.64, 3.34, 0.38], [4.73, 2.15, 1.09], [3.66, 1.44, 1.66], [2.38, 2.04, 1.41], [0.15, -2.16, 2.35], [0.69, -3.20, 2.88], [-1.21, -2.24, 1.96], [1.15, 0.04, -2.35], [0.91, 1.49, -1.31], [-1.59, 0.80, -1.56], [-0.25, -1.85, -2.28], [-1.16, -0.74, -3.43], [-3.43, -0.58, -3.21], [-5.65, -1.84, -2.83], [-5.68, -3.70, -1.42], [-3.34, -4.60, -0.38], [-1.34, -3.34, -0.80], [1.19, -1.22, -0.48], [1.87, -1.25, 1.78], [1.06, 0.43, 3.49], [-0.44, 0.37, 2.78], [-0.92, 2.71, 1.53], [0.55, 4.61, 0.74], [3.44, 4.83, -0.49], [5.48, 3.88, 0.03], [5.72, 1.77, 1.28], [3.76, 0.70, 2.47], [-1.57, -1.33, 1.60]], "nbo_charge": [-0.85, -0.13, -0.39, -0.06, -0.19, -0.21, -0.21, -0.19, -0.21, 0.68, -0.67, -0.62, -0.13, -0.45, -0.09, -0.01, -0.56, 0.12, -0.21, -0.24, -0.19, -0.22, -0.09, 0.77, -0.57, -0.72, 0.36, 0.40, 0.21, 0.20, 0.23, 0.20, 0.22, 0.22, 0.22, 0.22, 0.43, 0.23, 0.24, 0.25, 0.23, 0.41, 0.22, 0.22, 0.21, 0.23, 0.51]}